Computed, not measured: a molecular structure, C16H19F6NOPtSe3, with ωB97M-V/def2-TZVPD.

Structure (XYZ):
```
47
Properties=species:S:1:pos:R:3:forces:R:3
Pt -0.14045 -0.01261 -2.90744 -0.1185 0.0527 -0.0214
C 4.51116 0.12997 0.96090 0.0051 0.0103 -0.0005
Se 3.11739 -0.90907 0.08584 -0.0084 -0.0091 -0.0139
C 1.76644 0.49398 0.00740 -0.0704 0.1183 0.0922
C 1.56560 1.23945 1.30960 -0.0064 -0.0120 -0.0230
Se 1.18100 0.02423 2.79471 0.0277 0.0085 0.0235
C 0.61424 1.42256 4.02483 -0.0085 0.0050 0.0073
H 4.70766 1.04284 0.39986 0.0031 -0.0030 -0.0048
H 5.41289 -0.48066 0.97179 0.0003 -0.0034 -0.0048
H 4.22884 0.36878 1.98570 -0.0056 0.0001 0.0015
H 0.85135 -0.01824 -0.29313 0.0596 -0.1131 -0.0435
H 2.02408 1.18420 -0.79649 0.0180 -0.0040 0.0004
H 0.70653 1.90464 1.20748 0.0112 -0.0177 0.0090
H 2.43555 1.83607 1.58830 0.0072 0.0056 -0.0008
H 1.41061 2.15056 4.17214 0.0093 -0.0067 -0.0107
H 0.38643 0.94878 4.97859 -0.0048 0.0027 0.0004
H -0.27271 1.93013 3.65405 -0.0004 0.0088 0.0030
Se 0.50226 1.54100 -4.49988 0.0006 -0.0032 0.0026
C -0.03666 -3.38088 0.12053 -0.0007 -0.0223 0.0182
C -0.45028 -2.83030 -1.25817 -0.0231 0.0278 0.0055
O -0.35477 -1.49146 -1.27616 -0.0062 -0.0210 -0.0295
C -1.92040 -3.26770 -1.51217 -0.0009 -0.0094 -0.0166
F -2.09820 -4.62046 -1.52234 -0.0022 0.0006 0.0005
F -2.43307 -2.81376 -2.65890 0.0077 -0.0014 0.0031
F -2.71763 -2.80516 -0.52269 -0.0026 0.0020 0.0068
C 0.46039 -3.51154 -2.31980 0.0020 -0.0018 0.0174
F 0.55438 -4.86520 -2.14525 -0.0030 -0.0041 0.0005
F 0.05957 -3.33358 -3.58268 -0.0053 0.0054 -0.0092
F 1.71118 -3.04272 -2.22067 0.0084 0.0033 -0.0018
H -0.59569 -2.82746 0.87299 -0.0031 0.0080 -0.0074
H 1.02202 -3.16921 0.26807 -0.0046 -0.0020 -0.0072
H -0.21602 -4.45141 0.23227 0.0043 0.0009 0.0034
C -1.99653 0.58921 -2.38573 0.1375 -0.0508 -0.0255
C -1.85233 1.39233 -1.15874 0.0260 -0.0085 0.0589
C -1.48643 2.74996 -1.22570 -0.0016 0.0700 0.0057
C -1.44125 3.53656 -0.09764 -0.0149 -0.0044 -0.0177
C -1.73394 2.98820 1.16066 -0.0099 -0.0206 -0.0192
C -2.03430 1.62436 1.25278 -0.0217 0.0307 0.0431
C -2.08784 0.84537 0.11513 0.0022 -0.0136 -0.0740
C -1.72397 3.81345 2.32765 0.0021 -0.0107 0.0112
N -1.72248 4.47884 3.27102 -0.0007 -0.0005 0.0001
H -2.39701 1.18725 -3.20538 0.0009 0.0019 0.0003
H -2.60515 -0.29996 -2.21744 -0.0087 0.0000 0.0138
H -1.21200 3.15632 -2.19316 -0.0013 -0.0291 -0.0100
H -1.17515 4.58428 -0.17231 0.0035 -0.0005 0.0053
H -2.22569 1.18219 2.22378 0.0009 0.0045 -0.0025
H -2.29966 -0.21414 0.18579 -0.0038 0.0054 0.0102
```
Forces are in eV/Å.

Computed properties:
- total charge = -2
- calculated total energy (Eh) = -8673.94276
- relative energy (zero: lowest compared OMol25 entry of this formula, charge and spin) (kJ/mol) = 0.0
- E_HOMO (eV) = 0.126
- largest force on an atom (Eh/bohr) = 0.0032
- lowest unoccupied orbital energy (Ha) = 0.150
- 2S+1 = 1

Computed, not measured: 9 unconnected molecules or ions with the total composition C28H48BCl16INO6S in a non-equilibrium geometry, with ωB97M-V/def2-TZVPD.

Structure (XYZ):
```
102
Properties=species:S:1:pos:R:3:forces:R:3
C 5.21759 -0.46654 -0.12977 -0.3075 -0.6044 0.4180
C 3.68616 -0.35563 -0.68565 0.8819 0.3025 -0.6448
C 3.08963 -1.81071 -1.04824 0.2118 0.6471 -1.4154
C 3.25601 -2.05371 -2.66078 -1.5299 0.1707 0.7198
C 1.53800 -1.98836 -0.73218 -2.1146 -1.6233 1.7699
C 1.12325 -3.23956 0.13412 -3.4429 1.1210 -1.4678
C 2.16211 -4.30411 0.71498 3.6617 1.5276 2.6399
O 3.08044 -3.88351 1.46183 -3.9406 -1.4717 -2.8921
O 2.09897 -5.71784 0.48902 -1.1483 2.8538 -0.7414
S 2.46454 -5.99542 -1.14864 -0.2889 0.1144 -0.6261
C -0.39731 -3.51869 0.45895 1.1794 3.5215 -2.5610
C -1.42179 -2.49325 -0.12632 2.5682 -1.3871 1.1730
C -2.97497 -2.76298 0.13397 0.6400 -0.0168 -1.4857
C -3.78231 -2.81682 -1.28394 -5.1783 0.5029 0.3695
O -5.04018 -2.70577 -1.34325 6.0118 -0.4923 0.7628
I -2.79011 -3.13454 -3.21893 -0.1516 0.0683 1.0115
N -1.00287 -1.31776 -0.89079 2.4732 -2.6686 1.5432
C 0.40060 -1.03727 -1.20108 0.9113 -1.6665 0.8665
O 0.71546 0.09867 -1.98317 -1.6819 -1.5300 2.8161
B 0.30441 1.34742 -1.36115 -0.9787 2.7413 0.5844
O -0.56929 2.25806 -2.08480 0.6714 -2.6944 1.6642
O 0.73463 1.77011 -0.03584 -1.5967 -2.0802 -2.3247
H 5.96677 -0.34133 -0.98834 -1.0772 0.0758 1.3832
H 5.42978 -1.51392 0.31906 -0.4815 1.6327 -0.6814
H 5.41138 0.27228 0.74001 -0.1283 -1.1284 -1.7597
H 3.01779 0.27066 -0.00166 0.8734 -1.1003 -0.7407
H 3.77613 0.21711 -1.68480 -0.3890 -0.7794 1.6892
H 3.77246 -2.58432 -0.55564 -1.6801 0.8958 -0.2528
H 4.35086 -2.15840 -2.97341 -1.6845 0.1974 0.4540
H 2.72266 -1.16221 -3.15989 1.1903 -1.4393 0.4838
H 2.61837 -2.98328 -2.91035 1.3860 1.2076 0.1279
H 1.37441 -5.47083 -1.84705 0.5153 -0.4113 0.9643
H -0.71715 -4.43837 1.09578 0.4901 1.9122 -1.2899
H -3.09463 -3.80966 0.58349 0.2701 1.5413 -0.5737
H -3.48988 -1.99737 0.80575 0.7779 -0.9497 -0.9998
H -1.80302 -0.71792 -1.21901 1.0832 -0.2309 0.0882
H -1.46526 1.83875 -2.19485 1.2029 0.4944 -0.4467
H -0.08396 1.93862 0.50423 1.1618 0.4569 -0.6282
Cl -3.38123 0.57283 -1.89791 -0.0728 -0.2359 -0.4631
C -3.99224 1.83812 -0.79660 -0.3952 0.6180 0.6701
C -5.49901 1.98043 -0.87549 -0.0724 -0.1133 -0.0186
Cl -6.02761 2.65796 -2.43431 0.0877 -0.0846 0.0275
H -3.48635 2.77382 -1.04098 -0.0518 -0.1522 -0.0731
H -3.69983 1.54744 0.21178 -0.0519 -0.0231 -0.0710
H -5.84609 2.66470 -0.09874 0.2093 -0.0085 -0.0280
H -6.00182 1.02147 -0.73417 0.0932 0.0873 -0.0769
Cl -9.83627 -5.48308 0.68787 0.0110 0.0479 0.0099
C -8.56455 -4.39784 0.07495 0.1340 0.0558 -0.0944
C -7.73938 -3.79460 1.19436 0.1689 -0.0888 -0.1344
Cl -8.67482 -2.63482 2.17056 0.0098 -0.0049 0.0265
H -9.04112 -3.62653 -0.53283 0.0272 -0.0706 0.1698
H -7.92404 -4.99677 -0.57577 -0.0025 0.0556 0.1160
H -6.89328 -3.24481 0.77566 -0.1377 -0.0380 -0.0773
H -7.34794 -4.56279 1.86390 -0.1846 0.0575 -0.0540
Cl -1.74110 2.95512 1.61217 -0.1813 -0.1614 -0.1106
C -2.14314 4.26016 2.75950 -0.0349 0.5103 0.5800
C -3.62879 4.55482 2.78548 0.0013 -0.0910 0.0486
Cl -4.19108 5.30134 1.26968 0.1919 -0.1488 -0.1265
H -1.56209 5.14250 2.48594 -0.0917 -0.1870 -0.1155
H -1.81262 3.92811 3.74558 -0.0461 -0.0630 -0.1370
H -3.85245 5.26082 3.58796 0.1323 -0.0487 -0.0810
H -4.21545 3.64989 2.95593 0.0999 0.0964 -0.0554
Cl 1.86377 3.35540 3.72204 -0.0546 0.0462 0.0765
C 2.74905 2.88382 2.24933 0.1199 -0.1208 -0.2539
C 3.88847 1.92986 2.54775 -0.1343 -0.0129 -0.0955
Cl 5.20793 2.71745 3.44816 -0.0080 -0.0277 0.0173
H 3.10423 3.79375 1.76193 0.0161 -0.0963 0.1691
H 2.02857 2.40319 1.58785 0.1845 0.0087 0.1247
H 4.31866 1.56377 1.61271 -0.1610 0.2002 0.1126
H 3.55013 1.06849 3.12685 0.0148 0.1581 0.0033
Cl 0.65754 -2.86869 5.66484 -0.0504 0.0021 -0.0378
C 1.29247 -4.52827 5.54168 0.0993 -0.1592 0.0068
C 1.03018 -5.13982 4.18027 0.3762 -0.0333 0.0737
Cl -0.70288 -5.46191 3.91016 -0.1269 0.0510 -0.1380
H 0.84630 -5.12224 6.34144 -0.0279 0.1009 -0.1565
H 2.36796 -4.46994 5.72009 -0.0961 -0.0135 -0.1198
H 1.54590 -6.09897 4.09878 -0.0794 0.0862 0.0698
H 1.38486 -4.49417 3.37530 -0.0827 0.0035 0.2132
Cl 4.18041 -1.26604 -6.51446 -0.0550 -0.0204 0.0542
C 4.76286 0.41479 -6.61169 0.0753 0.2173 -0.0307
C 5.17627 0.95467 -5.25741 0.3187 0.0161 -0.2468
Cl 3.78334 1.18346 -4.17044 -0.0727 0.1036 -0.0236
H 3.97490 1.02105 -7.06227 0.0517 -0.1155 0.1372
H 5.62041 0.41418 -7.28737 -0.0301 -0.0083 0.1472
H 5.64785 1.93240 -5.37633 -0.1020 -0.0881 -0.0251
H 5.88772 0.29267 -4.76072 -0.1832 0.0094 -0.0599
Cl 8.09337 0.77518 -2.95295 -0.1117 -0.0217 -0.0259
C 9.35114 1.08475 -1.72914 0.2865 0.0814 0.2320
C 10.03966 -0.18953 -1.28237 0.1694 0.1307 -0.0985
Cl 8.95705 -1.24280 -0.33776 -0.0493 -0.0188 -0.0288
H 8.88618 1.60553 -0.89006 -0.0145 -0.1581 -0.1146
H 10.07848 1.75823 -2.18670 -0.0456 -0.1357 0.0024
H 10.88606 0.05402 -0.63680 -0.1361 0.0542 -0.0467
H 10.41406 -0.76310 -2.13203 -0.1477 0.0659 0.0872
Cl -7.46662 5.55086 2.10224 -0.0911 -0.0377 0.0708
C -8.42816 7.00491 1.73448 -0.2300 0.2336 -0.0849
C -7.64252 8.01998 0.92831 -0.1630 -0.0453 -0.1103
Cl -6.33011 8.76173 1.87722 0.0368 -0.0482 0.0004
H -8.77942 7.42618 2.67811 0.1592 -0.0555 -0.1031
H -9.29863 6.67298 1.16512 0.1317 0.0369 -0.0091
H -8.30144 8.83136 0.61204 0.0156 -0.1058 0.1040
H -7.20333 7.57097 0.03564 -0.0079 -0.0026 0.1784
```
Forces are in eV/Å.

Computed properties:
- total charge = +1
- calculated total energy (Eh) = -9685.40637
- E_HOMO (eV) = -12.225
- largest force on an atom (Eh/bohr) = 0.1182
- lowest unoccupied orbital energy (Ha) = -0.177
- 2S+1 = 1